# 1
Density functional theory data (ωB97M-V/def2-TZVPD) for C34H22BrN6O8Ti as an isolated structure at a distorted geometry.

Geometry as XYZ:
```
72
Properties=species:S:1:pos:R:3:forces:R:3:mulliken_charge:R:1
Ti -0.999 1.042 19.428 -2.4 -0.5 2.3 -0.505
Br 0.740 5.581 24.710 0.0 0.1 0.2 -0.183
C 0.090 4.084 23.748 0.0 1.5 0.0 0.248
C 0.457 2.819 24.201 -0.3 0.1 -0.3 -0.510
C 0.061 1.741 23.431 0.3 0.2 -0.7 -0.923
C -0.646 1.923 22.204 -1.3 1.7 1.2 0.378
O -1.047 0.921 21.475 1.1 -0.6 -1.4 0.023
C -1.155 3.273 21.887 0.5 -1.9 -0.6 -0.022
C -2.125 3.398 20.820 0.7 -2.6 -0.6 -0.146
N -2.702 2.324 20.195 1.3 1.2 0.7 -0.079
C -3.874 2.519 19.475 -2.4 0.0 -1.2 0.320
C -4.583 3.708 19.648 0.7 0.3 -0.3 -0.606
C -5.623 4.142 18.790 0.0 -0.5 -0.9 -0.752
C -6.122 3.285 17.804 1.4 0.5 2.8 -1.108
C -5.681 1.940 17.814 0.6 -0.1 -0.9 1.076
C -6.315 1.038 16.898 0.6 -0.2 1.4 -0.547
C -5.865 -0.239 16.822 0.5 -0.3 -0.5 -1.035
C -4.691 -0.527 17.542 0.8 -0.8 0.9 -0.214
N -4.150 0.178 18.531 -0.1 1.4 -1.4 -0.067
C -4.551 1.489 18.589 -0.2 1.0 1.2 -0.035
C -0.697 4.365 22.653 -0.1 -0.6 0.1 -1.088
H 1.016 2.797 25.156 -0.4 -0.5 -0.9 0.400
H 0.385 0.755 23.687 -0.1 -0.5 0.1 0.541
H -2.208 4.373 20.393 -0.9 0.8 0.1 0.920
H -4.184 4.400 20.416 -0.7 -0.4 -0.6 0.702
H -5.932 5.190 18.854 -0.2 -0.5 0.1 0.386
H -6.916 3.578 17.179 -0.7 0.3 -0.8 0.433
H -7.149 1.359 16.331 -0.7 0.4 -0.4 0.479
H -6.299 -1.029 16.189 0.3 0.7 0.2 0.406
H -4.081 -1.385 17.247 -0.7 -0.4 0.5 0.504
H -1.028 5.386 22.461 0.2 -0.3 -0.1 0.521
N -1.718 -1.021 19.654 2.9 0.6 0.9 0.114
C -0.929 -1.880 20.519 1.3 0.6 -0.5 0.067
C -1.490 -2.559 21.582 -0.4 0.7 -0.5 -0.291
C -0.760 -3.487 22.277 0.9 -0.2 1.2 -0.782
C 0.579 -3.728 21.933 0.2 -0.8 -0.5 -0.685
C 1.156 -3.062 20.846 -1.1 0.8 0.7 -1.434
C 0.480 -1.984 20.248 -2.3 -1.4 0.2 0.800
C 1.233 -1.030 19.454 0.0 -1.2 -0.3 0.628
C 2.488 -1.496 18.973 -2.0 0.0 0.3 -1.095
C 3.423 -0.621 18.591 2.3 -0.3 -1.0 -0.753
C 3.162 0.726 18.626 0.4 1.8 0.9 -1.036
C 1.907 1.186 19.014 -0.6 -1.4 -1.3 -0.972
C 0.807 0.292 19.318 3.2 0.8 -0.2 2.336
H -1.643 -1.313 18.689 -0.4 -0.3 -0.2 0.332
H -2.654 -0.849 19.905 -1.6 -0.1 0.4 0.380
H -2.472 -2.238 21.902 -0.3 -0.4 -0.1 0.440
H -1.204 -3.935 23.178 0.3 0.1 -0.6 0.385
H 1.185 -4.478 22.474 -0.6 0.5 -0.3 0.385
H 2.131 -3.242 20.440 0.4 -0.4 0.8 0.409
H 2.635 -2.551 18.874 0.2 -0.2 0.1 0.579
H 4.411 -1.006 18.254 -0.8 0.5 0.2 0.395
H 4.005 1.430 18.479 -0.9 -0.3 -0.2 0.413
H 1.695 2.207 18.864 0.0 1.3 0.3 0.826
O 1.238 2.111 12.503 -1.1 -1.8 -0.3 -0.564
N 0.563 1.075 12.633 1.6 0.7 -1.9 0.979
O 0.534 0.110 11.836 -0.1 2.3 2.0 -0.569
C -0.159 1.015 13.896 -0.5 -1.2 -0.7 -0.523
C -0.778 -0.200 14.152 -0.4 -0.9 1.8 -0.478
C -1.331 -0.427 15.433 1.4 0.6 0.3 -0.791
C -1.155 0.555 16.487 -1.2 0.7 0.7 1.205
O -1.687 0.516 17.678 1.0 -0.7 -1.9 0.869
C -0.462 1.747 16.122 -0.3 -0.9 -0.6 -0.204
C -0.057 2.016 14.810 0.5 0.2 0.7 -0.656
N -0.115 2.692 17.081 0.7 5.1 1.3 0.756
O 0.596 3.673 16.720 -2.2 -3.3 1.6 -0.547
O -0.641 2.761 18.324 1.6 -1.0 -2.7 -0.408
N -1.664 -1.797 15.812 -1.1 -2.2 0.5 0.917
O -1.881 -2.095 17.024 0.7 0.8 -2.7 -0.618
O -1.730 -2.632 14.907 0.2 1.5 1.4 -0.609
H -0.701 -1.019 13.425 -0.3 0.5 0.3 0.606
H 0.395 2.977 14.615 0.2 -0.2 -0.3 0.671
```
Forces are in eV/Å.

Results
Relative energy (zero: lowest compared OMol25 entry of this formula, charge and spin) (kcal per mole): 60.9
Net charge: +1
Molecular weight (g mol⁻¹): 770.36
Strongest force on any atom (eV/A): 5.31
LUMO (alpha / beta) (eV): -5.810 / -5.809
E_HOMO (alpha / beta) (Ha): -0.38585 / -0.38587
HOMO-LUMO gap (alpha / beta) (Ha): 0.17235 / 0.17237
E (eV): -154077.9734

***

# 2
Density functional theory data (ωB97M-V/def2-TZVPD) for C34H22CaClIN4O4PS as an isolated structure at a distorted geometry.

Geometry as XYZ:
```
69
Properties=species:S:1:pos:R:3:forces:R:3:nbo_charge:R:1
Ca 1.434 0.022 0.066 -1.4 -0.2 1.5 1.728
S 5.519 -1.001 6.777 -0.5 0.1 -0.7 0.986
N 5.007 -2.069 5.682 0.1 -0.3 -0.1 -0.609
C 4.350 -1.408 4.737 0.4 0.2 0.7 0.175
C 3.737 -1.983 3.576 -0.4 -0.1 -0.7 -0.097
C 3.779 -3.355 3.297 -0.2 0.3 -0.3 -0.096
C 3.166 -3.811 2.150 0.0 0.3 0.0 -0.232
C 2.524 -2.884 1.323 0.0 -0.6 -0.1 0.078
N 2.466 -1.595 1.578 0.0 0.3 0.0 -0.540
C 3.064 -1.124 2.677 0.5 -0.4 0.7 0.158
C 3.014 0.320 2.924 0.5 0.2 0.9 0.251
N 2.381 1.092 2.032 0.0 -0.3 -0.1 -0.568
C 2.339 2.393 2.229 0.0 0.7 0.2 0.073
C 2.916 3.029 3.333 0.0 -0.3 -0.1 -0.232
C 3.571 2.258 4.270 -0.2 -0.2 -0.4 -0.094
C 3.629 0.872 4.071 -0.4 0.3 -0.6 -0.094
C 4.296 -0.015 4.981 0.4 -0.4 0.6 0.089
N 4.913 0.334 6.103 0.0 0.3 0.0 -0.589
H 4.290 -4.021 3.976 0.1 -0.1 0.1 0.250
H 3.176 -4.855 1.883 0.0 -0.1 0.0 0.243
H 2.041 -3.210 0.409 0.0 -0.1 0.0 0.208
H 1.823 2.972 1.469 0.0 0.1 0.1 0.211
H 2.847 4.099 3.435 0.0 0.1 0.0 0.244
H 4.038 2.690 5.142 0.0 0.0 0.1 0.251
O 2.635 0.363 -3.489 -0.4 0.1 -1.4 -0.778
Cl 3.003 0.343 -2.148 -0.1 0.0 0.0 2.576
O 4.365 0.508 -1.926 1.5 0.2 0.1 -0.777
O 2.557 -0.912 -1.532 0.2 -0.9 -0.3 -0.958
O 2.256 1.374 -1.408 0.2 0.9 -0.3 -0.957
I -0.942 -0.406 2.057 -0.5 0.0 0.1 0.108
C -2.977 -0.618 1.451 -0.3 -0.2 0.3 -0.128
C -3.743 -1.110 2.487 0.7 0.2 -0.2 -0.230
C -5.126 -1.265 2.381 -0.2 0.1 -0.3 -0.212
C -5.733 -0.886 1.225 0.1 -0.1 0.2 -0.135
C -4.984 -0.378 0.144 0.0 0.0 0.0 -0.088
C -5.711 0.007 -1.001 0.2 0.2 -0.3 -0.131
C -5.077 0.517 -2.094 -0.2 -0.1 0.2 -0.213
C -3.685 0.610 -2.069 0.1 0.0 0.2 -0.152
C -2.914 0.230 -0.989 0.0 0.1 -0.2 -0.344
P -1.111 0.309 -1.395 -0.1 -0.1 0.1 0.721
C -0.997 -0.916 -2.738 0.0 0.1 -0.1 -0.373
C -1.333 -0.694 -4.076 0.1 -0.1 0.2 -0.203
C -1.235 -1.722 -4.996 0.0 0.1 0.0 -0.185
C -0.817 -2.980 -4.596 0.0 -0.1 0.1 -0.183
C -0.494 -3.214 -3.269 0.0 -0.1 -0.1 -0.223
C -0.575 -2.184 -2.349 0.0 0.0 0.1 -0.132
C -0.979 1.968 -2.121 0.0 0.0 0.0 -0.382
C -1.561 3.030 -1.426 -0.1 -0.2 0.0 -0.155
C -1.382 4.329 -1.860 0.0 0.1 0.0 -0.225
C -0.616 4.584 -2.988 0.0 0.0 0.0 -0.195
C -0.022 3.535 -3.671 0.0 0.2 0.0 -0.186
C -0.193 2.233 -3.240 0.0 -0.1 0.2 -0.206
C -3.557 -0.251 0.199 0.2 0.1 -0.1 0.002
H -3.272 -1.377 3.420 0.1 0.0 0.1 0.228
H -5.686 -1.657 3.212 -0.1 -0.1 0.1 0.233
H -6.800 -0.964 1.108 -0.2 0.0 0.0 0.223
H -6.784 -0.107 -0.982 -0.1 0.0 0.0 0.222
H -5.623 0.827 -2.969 -0.1 0.0 -0.1 0.230
H -3.193 0.993 -2.950 0.0 0.0 -0.1 0.221
H -1.668 0.276 -4.405 0.0 0.1 0.0 0.221
H -1.489 -1.540 -6.030 0.0 0.0 -0.1 0.224
H -0.743 -3.777 -5.319 0.0 -0.1 -0.1 0.226
H -0.173 -4.195 -2.953 0.0 -0.1 0.0 0.220
H -0.327 -2.379 -1.306 0.0 0.0 -0.1 0.187
H -2.179 2.840 -0.553 0.0 0.0 0.0 0.209
H -1.846 5.143 -1.322 0.0 0.1 0.0 0.222
H -0.481 5.599 -3.331 0.0 0.1 0.0 0.224
H 0.584 3.728 -4.542 0.1 0.0 -0.1 0.225
H 0.309 1.433 -3.763 0.0 -0.1 0.0 0.236
```
Forces are in eV/Å.

Results
Relative energy (zero: lowest compared OMol25 entry of this formula, charge and spin) (kcal per mole): 11.3
Net charge: +1
Molecular weight (g mol⁻¹): 816.05
Strongest force on any atom (eV/A): 2.07
LUMO (eV): -3.408
E_HOMO (Ha): -0.39753
HOMO-LUMO gap (Ha): 0.27230
E (eV): -108943.2269

***

strongest force on any atom of number 2 (C34H22CaClIN4O4PS)? 2.07 eV/A

***

What is the molecular weight in the second record? 816.05 g mol⁻¹

***

Number 2 is which compound? C34H22CaClIN4O4PS

***

Which of these has the lowest E? C34H22BrN6O8Ti